Entry 1:
{
  "formula": "C4H4O5Yb",
  "method": "the ωB97M-V functional and the def2-TZVPD basis",
  "elements": ["Yb", "O", "O", "O", "O", "O", "C", "C", "C", "C", "H", "H", "H", "H"],
  "xyz": [[1.58, 0.43, 0.12], [3.48, -0.76, 0.72], [3.73, 1.18, -0.17], [-1.73, 1.29, 0.04], [-3.94, 1.48, 0.38], [-3.00, -0.51, -0.04], [-2.97, 0.82, 0.14], [4.23, 0.29, 0.57], [-0.84, 0.23, -0.49], [-1.63, -1.00, -0.08], [-1.40, -1.37, 0.93], [5.00, -0.60, 0.26], [-0.93, 0.33, -1.58], [-1.57, -1.82, -0.80]],
  "mulliken_charge": [1.30, -0.51, -0.56, -0.33, -0.58, -0.33, 0.67, 0.18, -0.59, -0.29, 0.23, 0.32, 0.23, 0.27],
  "e_homo_ev": -8.4,
  "total_charge": 0,
  "largest_force_ev_per_a": 6.69,
  "relative_energy_ev": 3.648,
  "e_tot_ev": -45976.675,
  "orbital_gap_ev": 7.444,
  "lumo_energy_ev": -0.9665
}

=====

Entry 2:
{
  "formula": "C2H7N4O4",
  "method": "the ωB97M-V functional and the def2-TZVPD basis",
  "elements": ["O", "O", "O", "O", "N", "N", "N", "N", "C", "C", "H", "H", "H", "H", "H", "H", "H"],
  "xyz": [[2.15, 1.63, 0.18], [1.29, -0.52, -0.14], [-0.35, -0.11, 2.24], [0.00, 1.31, -0.38], [-0.29, 2.66, -0.55], [-1.32, -0.26, 1.22], [-0.94, -1.12, 0.16], [0.44, -2.35, -1.20], [0.29, -1.28, -0.42], [1.21, 0.94, -0.08], [1.19, -2.38, -1.93], [-0.35, -2.94, -1.23], [0.62, 3.26, -0.23], [-1.37, 0.72, 0.83], [-1.48, -1.88, -0.04], [-0.53, 2.77, -1.54], [-0.57, -0.45, 3.10]],
  "mulliken_charge": [-0.44, -0.30, -0.43, -0.31, -0.48, -0.40, 0.04, -0.35, 0.85, 0.80, 0.29, 0.19, 0.34, 0.43, 0.17, 0.28, 0.35],
  "e_homo_ev": -14.3,
  "total_charge": 1,
  "largest_force_ev_per_a": 4.15,
  "relative_energy_ev": 1.078,
  "e_tot_ev": -16326.593,
  "orbital_gap_ev": 10.567,
  "lumo_energy_ev": -3.7810
}

=====

Entry 3:
{
  "formula": "C4H7NO2",
  "method": "the ωB97M-V functional and the def2-TZVPD basis",
  "elements": ["O", "O", "N", "C", "C", "C", "C", "H", "H", "H", "H", "H", "H", "H"],
  "xyz": [[2.40, -1.29, 0.19], [0.95, -1.85, -0.28], [-1.45, 0.87, -0.73], [0.69, 0.43, 0.13], [-0.28, 1.53, -0.11], [0.19, -0.73, -0.26], [-1.31, -0.59, -0.55], [-1.90, -0.91, 0.33], [2.71, -2.18, 0.36], [-1.47, 1.07, -1.73], [1.56, 0.47, 0.77], [-0.55, 2.02, 0.83], [-1.69, -1.13, -1.41], [0.13, 2.30, -0.78]],
  "mulliken_charge": [-0.33, -0.34, -0.41, -0.33, -0.49, 0.35, -0.54, 0.20, 0.32, 0.30, 0.47, 0.22, 0.33, 0.26],
  "e_homo_ev": -8.4,
  "total_charge": 0,
  "largest_force_ev_per_a": 3.45,
  "relative_energy_ev": 5.323,
  "e_tot_ev": -9841.957,
  "orbital_gap_ev": 8.231,
  "lumo_energy_ev": -0.1734
}

=====

Entry 4:
{
  "formula": "C4H8O4",
  "method": "the ωB97M-V functional and the def2-TZVPD basis",
  "elements": ["O", "O", "O", "O", "C", "C", "C", "C", "H", "H", "H", "H", "H", "H", "H", "H"],
  "xyz": [[-2.48, 0.94, -0.09], [-0.57, -0.89, -0.88], [-1.61, -0.11, 1.71], [-0.50, -2.13, -0.14], [0.62, 0.13, -0.62], [1.85, -0.55, -0.06], [-0.03, 1.13, 0.27], [-1.45, 0.44, 0.63], [2.13, -1.42, -0.66], [0.81, 0.52, -1.62], [-1.19, -1.98, 0.54], [2.70, 0.15, -0.06], [1.68, -0.87, 0.97], [-2.21, 1.26, -0.97], [0.47, 1.28, 1.22], [-0.20, 2.09, -0.22]],
  "mulliken_charge": [-0.48, -0.31, -0.60, -0.33, 0.63, -1.45, -0.88, 0.72, 0.37, 0.28, 0.34, 0.39, 0.34, 0.34, 0.36, 0.29],
  "e_homo_ev": -10.2,
  "total_charge": 0,
  "largest_force_ev_per_a": 3.51,
  "relative_energy_ev": 4.823,
  "e_tot_ev": -12464.336,
  "orbital_gap_ev": 10.713,
  "lumo_energy_ev": 0.5510
}